The following is a quantum chemistry calculation of a molecular structure, C30H41F5IrN2O3P, from the OMol25 dataset.

The geometry in XYZ format:
```
83
Properties=species:S:1:pos:R:3:forces:R:3:mulliken_spin:R:1
C -1.720 1.573 -5.110 0.006 -0.055 -0.084 0.000
H 1.222 -3.333 -5.015 0.019 -0.011 0.001 0.000
C -4.191 0.747 1.293 0.081 -0.024 0.035 0.336
H 2.583 0.736 -2.142 -0.017 -0.028 0.008 0.000
H 2.846 2.431 -0.387 0.008 0.044 0.038 0.000
H 0.875 1.085 -2.296 -0.026 0.049 -0.005 0.000
H 3.260 3.208 1.502 -0.012 0.013 0.008 0.000
F -2.100 -0.685 -5.270 -0.027 0.012 -0.026 0.000
C 1.257 -4.587 -3.255 0.020 -0.038 -0.044 0.000
C 0.978 -2.177 -3.263 -0.018 -0.081 -0.008 -0.004
F -0.963 0.117 -3.538 -0.081 -0.052 -0.066 -0.001
C -2.059 3.149 1.226 0.056 -0.010 -0.035 0.014
H 1.402 -5.510 -3.800 -0.011 0.006 -0.002 0.000
C 0.927 -3.397 -1.165 -0.082 0.003 0.058 -0.002
O 0.769 -0.984 -1.267 -0.701 -0.108 -0.203 -0.005
C 0.935 3.328 -0.534 -0.063 -0.051 -0.017 0.000
C 1.168 -3.358 -3.933 -0.010 0.024 0.020 0.000
C 1.605 1.967 2.251 -0.026 -0.133 -0.020 -0.001
H 2.060 2.330 -2.707 0.028 -0.006 0.001 0.000
C -1.692 0.836 0.391 0.293 0.162 -0.096 0.077
C 2.897 2.763 2.428 0.001 0.014 -0.008 0.000
C -4.234 -1.784 0.005 0.035 -0.064 -0.046 -0.120
C 1.211 1.308 3.570 -0.041 -0.004 -0.021 0.001
H 4.409 1.242 -0.445 -0.027 -0.038 -0.037 0.000
H 2.726 3.574 3.141 0.015 0.001 0.000 0.000
H -2.593 3.323 0.292 -0.010 0.017 0.020 -0.004
H 4.085 -1.776 1.741 -0.008 -0.016 0.013 0.000
H 2.891 -0.799 -0.162 -0.006 -0.027 0.033 0.000
N 0.492 -2.618 1.096 -0.036 0.120 0.124 0.001
C -0.371 -1.728 3.221 0.169 -0.056 -0.118 0.004
H 4.837 1.084 1.260 -0.014 0.035 0.007 0.000
H 1.131 2.074 4.347 0.039 0.007 0.007 0.000
H 1.022 3.875 0.405 0.004 0.002 0.003 0.000
H 0.571 -1.277 3.533 -0.034 -0.032 0.065 0.000
H 1.162 -5.525 -1.342 -0.003 -0.002 -0.003 0.000
H -2.914 -0.729 3.261 0.018 -0.053 0.023 -0.011
C -0.085 -2.992 2.398 -0.031 0.135 -0.040 -0.009
H 1.237 4.002 -1.339 0.007 0.004 -0.001 0.000
H -0.111 3.076 -0.689 0.038 0.018 0.006 0.000
H -6.371 -1.513 -0.002 -0.005 0.003 -0.002 0.042
C 3.304 -1.034 1.926 -0.007 0.021 0.015 0.002
H -2.367 0.309 -1.567 0.014 0.002 -0.030 -0.006
C 1.832 1.517 -2.013 0.023 -0.032 0.010 0.000
C 0.696 -3.553 0.246 0.135 -0.014 -0.090 -0.002
N -1.049 -0.781 2.343 -0.475 -0.094 0.128 0.013
C 1.829 2.087 -0.593 -0.013 0.060 0.042 0.000
H -1.367 3.980 1.384 -0.007 0.004 -0.007 0.002
H 5.199 -0.212 0.130 0.008 -0.005 0.027 0.000
H 0.860 -1.252 -3.814 -0.011 0.066 0.060 0.000
F -2.927 1.734 -4.491 -0.020 0.025 0.030 0.000
C 4.457 0.547 0.391 -0.018 0.010 -0.062 0.000
H 3.692 2.137 2.836 0.007 -0.020 -0.012 0.000
C -1.048 0.218 -4.972 0.166 0.033 0.076 0.000
H -0.969 -1.964 4.105 -0.064 0.003 -0.020 0.000
H 0.648 -4.590 0.599 -0.020 -0.009 -0.017 0.000
H 3.619 -0.440 2.788 0.002 0.004 -0.002 0.000
H -6.284 0.714 1.085 -0.005 -0.009 -0.006 -0.006
H 1.948 0.576 3.906 -0.012 -0.011 -0.012 0.000
O -1.286 1.966 1.203 -0.072 -0.029 0.009 -0.020
C 0.854 -2.148 -1.851 0.262 0.144 0.212 0.001
P 1.549 0.841 0.769 0.028 -0.098 0.016 -0.011
O -1.866 -1.817 0.022 -0.069 -0.154 -0.029 0.143
F -1.945 1.882 -6.411 -0.020 0.006 0.019 0.000
H 0.789 2.651 2.014 0.022 0.023 -0.029 0.000
C -2.116 1.210 -1.011 -0.039 0.030 0.009 0.010
C -5.360 0.172 0.916 -0.065 -0.023 -0.026 -0.146
H 0.239 0.831 3.480 0.001 0.037 0.011 0.000
H -4.244 -2.712 -0.554 -0.020 0.001 0.005 -0.007
H 0.566 -3.669 2.960 0.059 0.031 -0.008 0.000
C 1.126 -4.589 -1.893 -0.002 0.061 0.003 0.000
C -5.417 -1.098 0.294 -0.007 0.051 0.026 0.402
C -2.289 -0.477 2.406 0.229 0.098 -0.177 0.043
H -1.033 -3.504 2.208 -0.011 -0.001 0.048 0.002
H -2.996 1.860 -1.036 -0.028 -0.051 -0.005 -0.008
F -0.931 2.555 -4.609 0.027 0.059 -0.007 0.000
Ir -0.226 -0.633 0.544 0.565 -0.161 0.003 0.019
H -4.203 1.722 1.759 0.003 0.002 0.004 0.016
H 2.389 -1.567 2.179 0.011 0.003 -0.010 -0.001
C -2.867 0.058 1.120 -0.199 -0.108 0.076 -0.083
H -2.778 3.146 2.052 -0.003 0.015 -0.003 -0.002
C -3.000 -1.261 0.329 0.147 0.200 0.112 0.319
H -1.311 1.684 -1.569 -0.001 -0.002 0.018 -0.001
C 3.129 -0.153 0.690 -0.072 0.054 0.004 0.000
```
Positions in Å, forces in eV/Å.

Results
Total charge: -1
Relative energy (zero: lowest compared OMol25 entry of this formula, charge and spin) (kJ/mol): 65.8
HOMO energy (spin up / spin down) (eV): -3.20 / -3.20
LUMO (spin up / spin down) (eV): 2.0 / 2.0
Spin multiplicity: 2
Gap between HOMO and LUMO (spin up / spin down) (eV): 5.2 / 5.2
E (Ha): -2447.9885